{"formula": "C13H9IrN2O5Se", "method": "ωB97M-V with the def2-TZVPD basis set", "e_homo_ev": [-13.2, -14.5], "spin_multiplicity": 5, "lumo_energy_ev": [-6.980, -11.338], "gap_ev": [6.204, 3.162], "charge": 2, "relative_energy_ev": 1.438, "elements": ["Ir", "Se", "O", "O", "O", "O", "O", "N", "N", "C", "C", "C", "C", "C", "C", "C", "C", "C", "C", "C", "C", "C", "H", "H", "H", "H", "H", "H", "H", "H", "H"], "positions_angstrom": [[0.09085, 0.13487, -0.58822], [-1.70414, -1.48926, 2.23516], [-0.78783, -2.86966, -0.68006], [-2.63133, 1.27446, 0.62145], [0.57162, -0.31143, -3.71996], [1.54939, -0.46970, 2.17956], [1.52450, 2.86635, -1.02535], [-0.91201, 0.19973, 4.43011], [-0.16424, -1.83378, 4.67095], [-1.56373, 0.93546, 0.17269], [1.39829, -0.45825, 7.69492], [-0.40906, -1.75852, -0.85202], [0.98577, 1.83088, -0.96599], [-0.93042, -1.04685, 3.85056], [1.01258, -0.25131, 1.16374], [0.37025, -1.07429, 5.70331], [-0.10335, 0.22839, 5.55044], [0.11995, 1.22010, 6.45376], [0.06510, -3.26419, 4.52936], [0.89492, 0.84794, 7.53527], [0.08749, -0.01885, -2.68809], [1.16144, -1.46927, 6.76692], [1.15330, -3.46123, 4.54365], [-0.31002, -3.82826, 5.41252], [-1.43581, 0.97759, 4.04589], [2.00326, -0.65775, 8.59868], [-0.32503, 2.18419, 6.28908], [-1.58921, 0.66884, -1.20336], [1.12678, 1.58747, 8.26612], [-0.43154, -3.68836, 3.61739], [1.61804, -2.47310, 6.85861]], "forces_ev_per_angstrom": [[2.0, -0.4, -0.3], [0.1, 0.0, 1.0], [1.9, 5.5, -0.9], [3.8, -0.9, -1.6], [-1.8, 1.1, 4.8], [-1.9, 1.1, -4.1], [-2.2, -4.4, 0.2], [0.2, -0.2, 0.0], [0.0, 0.1, 0.0], [-5.1, 1.4, 0.9], [0.4, 2.4, 1.9], [-2.6, -7.5, 1.2], [2.9, 6.1, -0.1], [0.0, 0.0, -0.2], [2.6, -1.4, 5.3], [-0.7, -0.4, -1.0], [-1.0, -1.8, -1.8], [-0.4, 0.5, -0.4], [0.1, -1.3, 0.1], [1.4, -1.6, 1.4], [1.5, -0.8, -6.8], [0.2, -0.9, -0.6], [-0.5, 0.2, -0.5], [-0.1, 0.6, -0.5], [0.0, -0.1, 0.0], [-0.4, 0.1, -0.7], [0.1, 0.4, 0.3], [-0.9, 0.5, 0.9], [0.2, 0.3, 0.5], [0.6, 0.7, 0.8], [-0.5, 0.7, 0.0]], "mulliken_spin": [1.0436, 0.1309, 0.0692, 0.2071, 0.0488, -0.0001, 0.0374, 0.1651, 0.1564, 0.4323, 0.1277, 0.2082, 0.1357, -0.0286, 0.1407, 0.0265, 0.0312, 0.2220, -0.0008, 0.0745, 0.2908, 0.2456, 0.0069, 0.0033, -0.0149, 0.0018, -0.0067, 0.2430, 0.0051, 0.0038, -0.0067]}


{"formula": "C13H9NO5S3", "method": "ωB97M-V with the def2-TZVPD basis set", "e_homo_ev": -8.9, "lumo_energy_ev": -0.424, "gap_ev": 8.433, "smiles": "CC(=O)N(c1ccc2oc(=O)sc2c1)S(=O)(=O)c1cccs1", "elements": ["S", "S", "S", "O", "O", "O", "O", "O", "N", "C", "C", "C", "C", "C", "C", "C", "C", "C", "C", "C", "C", "C", "H", "H", "H", "H", "H", "H", "H", "H", "H"], "positions_angstrom": [[-0.37033, 1.07946, -2.03509], [0.49117, -2.43375, 3.22709], [2.63244, 1.53344, -1.12980], [0.24762, -0.45670, -2.23237], [-0.17420, -5.16198, 3.47499], [-0.77200, 3.07332, -0.39325], [-1.31231, -4.10046, 1.74229], [-1.31875, 1.61376, -2.80170], [-0.89087, 0.93413, -0.40920], [-1.10760, -2.85634, 1.16266], [2.66123, 3.80698, -2.41231], [-1.11244, -0.38094, 0.04167], [-0.26894, -4.11295, 2.98378], [-1.90408, 2.26927, 1.52981], [-1.89139, -1.24088, -0.36489], [1.11573, 2.05558, -2.12348], [-0.27031, -0.51352, 1.27217], [-1.87920, -2.49738, 0.06485], [3.28316, 3.21768, -1.45346], [-0.44200, -1.68683, 1.85553], [1.37699, 3.38868, -2.68179], [-1.18110, 2.09837, 0.20411], [0.72959, 3.54466, -3.39210], [-1.74410, 1.26187, 1.95393], [-2.22601, -0.86321, -1.18466], [0.32730, 0.13309, 1.71971], [4.25192, 3.19732, -1.12261], [-2.96543, 2.55868, 1.29250], [2.75471, 4.65149, -3.01589], [-2.45396, -3.20128, -0.37615], [-1.48110, 3.16244, 2.08713]], "forces_ev_per_angstrom": [[10.6, -9.3, 4.1], [-1.2, -1.1, -0.5], [-2.8, 3.0, -1.5], [-3.0, 6.5, 0.6], [0.7, 0.3, 0.9], [-0.2, 1.1, 0.0], [3.7, 2.9, 1.9], [-6.4, 3.3, -5.2], [-0.8, -1.0, -2.3], [-2.3, 1.9, 0.2], [-2.8, 2.7, -2.1], [8.5, 7.4, 8.3], [-1.9, 0.5, -2.5], [0.1, -0.3, -0.6], [-2.0, -3.4, -0.8], [2.7, 2.0, 1.3], [-4.1, -3.2, -3.4], [1.7, -2.3, 3.2], [0.5, -5.2, 1.8], [0.5, -6.2, 0.5], [0.3, -8.2, 4.4], [0.2, 2.9, 0.2], [-3.3, 2.4, -3.8], [-0.9, 0.9, 1.0], [-3.6, 0.9, -5.5], [2.5, 3.4, 1.3], [2.3, 1.0, 0.7], [0.9, -0.8, 0.3], [2.0, 1.8, -0.2], [-1.7, -2.3, -1.3], [-0.2, -1.5, -0.6]], "mulliken_charge": [1.1793, -0.1451, -0.0355, -0.6551, -0.3863, -0.5818, -0.4589, -0.6133, 0.1098, 0.1426, -0.5578, -0.3240, 0.5682, -1.0492, -0.4209, 0.0892, -0.7511, -0.8116, -0.5400, 0.1368, -0.4714, 0.8776, 0.6475, 0.3488, 0.7832, 0.8707, 0.4909, 0.2831, 0.4382, 0.5397, 0.2963]}


no.,calculated total energy (hartree)
1,-3491.41933
2,-2126.02155